Entry 1:
Entry from the OMol25 dataset: 2 unconnected molecules or ions with the total composition C9H13NO2 (ωB97M-V/def2-TZVPD).

Its spin multiplicity is 1. Its gap between HOMO and LUMO is 8.98 eV. Its largest force on an atom is 0.12982 hartree/bohr. The value obtained for the energy relative to the best compared isomer or geometry (same formula, charge and spin) is 51.4 kcal/mol. The value obtained for the molecular weight is 167.21 g/mol. As for the LUMO energy: 0.016 Eh. As for the SMILES: Cc1ccc(O)cc1.CC(N)=O. The total charge is 0.

The geometry in XYZ format:
```
25
Properties=species:S:1:pos:R:3:forces:R:3:lowdin_charge:R:1
O 0.212 -1.153 0.971 2.30 -2.87 2.74 -0.005
O -3.846 -3.037 -0.615 1.00 0.76 2.23 -0.011
N -3.391 -1.228 0.690 -2.20 3.49 -0.40 0.107
C 0.921 -0.098 0.535 -0.46 3.34 -3.19 -0.341
C 0.531 2.031 -0.727 -1.60 0.04 0.50 -0.058
C 1.882 2.194 -0.962 2.62 -0.76 0.46 -0.280
C 0.070 0.867 -0.076 -0.01 0.81 0.69 -0.021
C 2.513 3.310 -1.820 -6.09 -2.70 0.46 -0.019
C 2.298 0.174 0.399 -1.17 0.27 -0.22 -0.022
C -3.223 -2.513 0.330 0.26 -1.33 -1.65 -0.596
C -2.123 -3.309 1.142 -1.57 -0.93 0.04 -0.026
C 2.785 1.264 -0.376 -0.56 0.28 0.53 -0.031
H 0.809 -1.801 1.528 -1.63 1.88 -1.66 0.175
H -2.657 -0.709 1.189 -0.70 -0.74 -0.26 0.083
H -1.006 0.777 0.128 0.47 -0.07 -0.31 0.099
H -4.219 -0.575 0.265 2.96 -2.61 1.13 0.188
H -0.239 2.854 -0.947 1.31 -1.42 -0.08 0.139
H -1.541 -3.827 0.350 -0.44 -0.01 0.69 0.075
H 2.175 4.175 -1.380 -0.37 2.51 0.55 0.055
H 3.882 1.532 -0.459 -1.42 -0.85 0.22 0.126
H 3.483 3.238 -1.944 4.76 -0.35 -0.41 0.017
H -2.770 -4.097 1.784 1.86 1.76 -1.36 0.127
H 1.969 3.111 -2.737 0.33 0.75 -0.66 0.090
H 2.880 -0.470 0.985 1.58 -0.75 0.36 0.082
H -1.395 -2.707 1.748 -1.22 -0.48 -0.39 0.046
```
Positions in Å, forces in eV/Å.

---

Entry 2:
Entry from the OMol25 dataset: a single C4H12N4O molecule (ωB97M-V/def2-TZVPD).

Its spin multiplicity is 1. Its gap between HOMO and LUMO is 8.76 eV. Its largest force on an atom is 0.03404 hartree/bohr. The value obtained for the energy relative to the best compared isomer or geometry (same formula, charge and spin) is 116.7 kcal/mol. The value obtained for the molecular weight is 132.17 g/mol. As for the LUMO energy: 0.035 Eh. As for the SMILES: CN(C)N1CNCN1O. The total charge is 0.

The geometry in XYZ format:
```
21
Properties=species:S:1:pos:R:3:forces:R:3:lowdin_charge:R:1
O -1.897 0.376 -1.753 -0.22 0.40 -0.28 -0.043
N -1.304 -0.221 -0.657 1.46 0.50 0.52 -0.144
N -0.075 0.557 -0.210 -0.70 -0.59 -0.97 -0.070
N 1.026 -0.319 -0.410 -0.25 -0.47 -0.08 -0.267
N -1.401 -0.074 1.675 1.19 0.80 -0.11 -0.013
C -2.206 -0.279 0.507 -0.25 -0.16 -0.28 -0.229
C -0.376 0.935 1.148 -1.39 -0.83 0.67 -0.167
C 1.941 -0.630 0.651 -0.23 0.31 0.04 -0.102
C 1.606 -0.170 -1.723 -0.03 0.12 0.15 -0.084
H 2.555 0.225 0.984 0.03 -0.04 0.03 0.084
H 2.007 -1.136 -2.033 0.07 0.03 -0.07 0.080
H -2.655 -1.278 0.468 -0.19 0.37 0.32 0.125
H -2.174 1.288 -1.534 0.15 -0.21 0.17 0.096
H -0.912 -0.935 1.902 0.00 0.07 -0.01 0.089
H 0.812 0.111 -2.411 0.06 -0.01 -0.07 0.073
H 0.486 0.996 1.805 0.03 0.01 -0.12 0.105
H -2.970 0.514 0.444 0.04 -0.18 -0.08 0.116
H -0.891 1.903 1.125 0.14 -0.16 0.09 0.114
H 2.408 0.581 -1.770 -0.01 0.07 -0.01 0.079
H 1.411 -1.039 1.513 0.08 -0.03 0.06 0.072
H 2.612 -1.403 0.278 0.02 0.01 0.04 0.086
```
Positions in Å, forces in eV/Å.